Entry from the OMol25 dataset: 14 unconnected molecules or ions with the total composition C39H92Cl2O20 at a distorted geometry (wB97M-V/def2-TZVPD).

XYZ file:
```
153
Properties=species:S:1:pos:R:3:forces:R:3:lowdin_charge:R:1
C 4.355 -2.458 -2.235 0.0 -0.4 -0.5 -0.131
C 4.453 -3.986 -2.346 0.0 -1.0 -0.9 -0.154
C 3.001 -4.465 -2.386 -0.1 0.5 0.9 -0.195
O 2.285 -3.454 -1.680 -0.3 0.0 0.7 -0.194
C 2.863 -2.182 -1.981 -0.2 -0.6 -0.2 -0.176
H 4.669 -2.036 -3.189 0.1 0.4 0.3 0.101
H 4.984 -2.123 -1.412 0.0 0.3 -0.1 0.093
H 5.050 -4.458 -1.566 -0.4 0.2 0.4 0.102
H 4.921 -4.363 -3.263 0.2 0.5 -0.1 0.110
H 2.848 -5.400 -1.846 -0.1 -0.1 -0.1 0.111
H 2.571 -4.569 -3.386 0.3 0.0 -0.2 0.122
H 2.675 -1.500 -1.151 0.0 -0.1 0.1 0.104
H 2.314 -1.816 -2.856 0.4 0.3 -0.1 0.097
C -5.915 1.468 2.597 0.0 -0.4 -0.5 -0.145
C -6.900 1.423 1.420 -0.5 0.3 -0.5 -0.160
C -6.395 0.267 0.531 0.0 -0.2 0.3 -0.200
O -5.232 -0.234 1.177 0.2 -0.2 -0.2 -0.151
C -4.700 0.818 1.948 0.7 0.5 0.5 -0.231
H -6.257 0.806 3.394 -0.1 0.1 0.1 0.114
H -5.747 2.465 2.993 0.1 0.0 0.0 0.103
H -6.891 2.323 0.799 0.2 0.2 0.3 0.105
H -7.943 1.314 1.723 0.1 -0.2 0.1 0.103
H -6.128 0.609 -0.477 -0.1 0.1 0.0 0.113
H -7.098 -0.565 0.448 0.0 0.1 0.0 0.115
H -4.128 1.549 1.356 -0.3 0.0 -0.3 0.111
H -3.954 0.431 2.644 -0.3 -0.3 0.1 0.122
C -3.227 4.553 -4.854 0.2 -0.2 1.3 -0.139
C -2.444 3.503 -4.028 -0.2 -0.6 0.2 -0.172
C -1.208 4.243 -3.554 0.5 0.3 -0.4 -0.211
O -0.958 5.175 -4.608 0.1 0.1 0.2 -0.136
C -2.222 5.731 -4.918 -0.3 -0.3 -1.0 -0.209
H -4.122 4.764 -4.268 -0.2 0.4 -0.4 0.102
H -3.500 4.151 -5.824 0.0 0.2 -0.1 0.102
H -2.193 2.641 -4.650 0.3 0.1 0.0 0.082
H -2.995 3.080 -3.184 -0.2 0.2 0.0 0.104
H -0.324 3.618 -3.435 0.0 0.0 -0.1 0.101
H -1.328 4.808 -2.623 -0.3 -0.2 0.1 0.114
H -2.169 6.124 -5.935 0.1 0.1 0.0 0.115
H -2.482 6.575 -4.272 0.0 -0.2 0.3 0.115
C -0.700 3.516 3.758 1.0 0.7 -0.5 -0.156
C -1.452 4.751 4.252 -1.1 0.6 -0.5 -0.142
C -2.839 4.619 3.581 0.1 -1.1 -0.6 -0.175
O -2.920 3.229 3.207 -0.4 0.0 0.0 -0.160
C -1.630 2.892 2.726 0.0 -0.8 0.7 -0.212
H -0.438 2.869 4.591 -0.2 -0.3 -0.1 0.088
H 0.233 3.806 3.262 0.1 0.0 0.2 0.096
H -1.029 5.689 3.890 0.3 0.0 0.4 0.107
H -1.615 4.775 5.327 0.4 0.1 0.1 0.106
H -2.940 5.161 2.635 0.2 0.5 0.2 0.118
H -3.684 4.849 4.226 0.0 0.0 0.0 0.116
H -1.459 3.229 1.697 0.0 0.5 0.1 0.112
H -1.510 1.806 2.711 -0.3 0.0 0.1 0.103
C -0.533 -2.223 5.295 0.4 -0.3 0.5 -0.160
C -1.047 -1.053 6.136 -0.3 -0.4 -0.5 -0.150
C -0.701 0.103 5.211 0.0 0.3 1.1 -0.233
O -1.030 -0.343 3.920 0.3 0.3 -0.3 -0.154
C -0.786 -1.751 3.857 -0.6 -0.6 0.2 -0.171
H -1.040 -3.161 5.523 -0.1 0.1 -0.1 0.111
H 0.529 -2.407 5.486 0.0 0.2 -0.1 0.102
H -0.676 -0.939 7.153 0.3 -0.2 -0.1 0.114
H -2.130 -1.202 6.186 0.0 0.5 0.1 0.119
H 0.366 0.351 5.302 0.1 -0.2 -0.1 0.100
H -1.237 1.009 5.502 -0.3 0.0 -0.5 0.118
H 0.039 -2.054 3.206 0.1 0.5 -0.1 0.101
H -1.706 -2.185 3.455 0.1 -0.1 -0.1 0.127
C -0.894 1.229 -1.027 0.6 -0.7 -0.3 -0.117
C 0.335 0.300 -1.044 0.0 1.2 0.0 -0.166
C -0.104 -0.799 -0.103 0.8 -0.1 -0.6 -0.165
O -1.504 -0.918 -0.333 -0.4 -0.5 -0.6 -0.163
C -1.985 0.144 -1.162 0.8 2.1 1.1 -0.171
H -0.849 1.919 -1.867 -0.3 0.2 0.1 0.099
H -0.998 1.756 -0.078 0.0 0.1 0.0 0.102
H 1.288 0.774 -0.809 -0.1 0.0 0.4 0.089
H 0.439 0.027 -2.094 -0.1 -0.8 0.2 0.072
H 0.085 -0.565 0.947 -0.1 0.2 0.0 0.107
H 0.446 -1.720 -0.321 -0.5 -0.3 -0.1 0.101
H -2.853 0.578 -0.665 -0.6 -0.6 -0.5 0.119
H -2.094 -0.067 -2.225 -0.4 -0.7 0.1 0.091
C 3.391 -4.479 1.252 -0.5 0.4 -0.9 -0.235
C 2.233 -3.615 1.756 0.6 -0.9 0.8 -0.197
O 2.678 -2.876 2.906 -0.1 0.7 -0.2 -0.094
O 3.693 -5.528 2.150 0.1 0.1 0.3 -0.047
H 4.262 -3.834 1.115 0.2 -0.1 0.4 0.126
H 3.195 -4.873 0.247 -0.3 0.0 0.2 0.095
H 1.422 -4.269 2.096 -0.2 0.1 -0.4 0.124
H 1.865 -2.901 1.024 0.1 -0.1 -0.1 0.099
H 2.799 -3.457 3.661 0.1 -0.2 -0.1 0.103
H 2.939 -6.130 2.138 0.1 -0.1 0.0 0.094
C 3.049 1.109 -4.914 0.3 -0.3 -0.3 -0.228
C 2.350 1.413 -3.596 0.7 0.1 -1.0 -0.206
O 3.224 2.203 -2.788 -0.3 -0.4 0.3 -0.084
O 4.072 0.128 -4.756 0.0 0.3 0.4 -0.079
H 3.465 2.023 -5.356 -0.1 0.1 0.2 0.125
H 2.373 0.693 -5.668 -0.2 0.1 0.2 0.110
H 2.190 0.456 -3.103 -0.4 0.0 0.0 0.090
H 1.421 1.940 -3.837 -0.1 0.0 0.4 0.118
H 3.315 1.737 -1.933 0.1 0.2 -0.1 0.044
H 4.661 0.455 -4.052 0.0 -0.1 -0.1 0.050
C 5.936 1.464 -1.219 0.4 -0.4 -0.2 -0.196
C 5.106 0.962 -0.048 0.6 -0.4 -0.3 -0.219
O 3.740 1.232 -0.247 -0.3 0.5 -0.3 -0.094
O 5.859 0.586 -2.357 -0.5 0.4 0.0 -0.078
H 6.999 1.479 -0.968 -0.1 0.3 0.5 0.125
H 5.639 2.477 -1.492 -0.1 -0.1 -0.3 0.124
H 5.499 1.436 0.858 -0.2 -0.1 0.1 0.127
H 5.268 -0.123 -0.028 0.0 0.0 0.4 0.118
H 3.187 0.802 0.429 0.4 -0.3 0.0 0.046
H 6.578 -0.045 -2.276 0.0 -0.1 -0.1 0.090
C -5.298 -3.985 -0.248 -0.5 0.2 1.0 -0.216
C -4.269 -2.980 -0.682 -0.3 0.2 -0.9 -0.246
O -3.377 -2.683 0.370 0.6 -0.4 -0.6 -0.076
O -4.723 -5.295 -0.142 -0.1 0.2 -0.4 -0.065
H -6.186 -3.991 -0.885 0.3 0.0 -0.4 0.122
H -5.684 -3.712 0.742 0.2 0.2 0.0 0.123
H -4.696 -2.037 -1.040 -0.6 -0.1 0.3 0.118
H -3.823 -3.381 -1.606 0.6 -0.2 0.3 0.124
H -2.720 -2.051 -0.005 -0.1 -0.1 0.6 0.055
H -5.439 -5.914 -0.300 0.1 -0.2 0.1 0.092
C 2.052 0.595 2.654 -0.7 1.7 0.2 -0.226
C 2.736 0.584 4.004 0.2 -1.0 0.3 -0.238
O 4.101 0.976 3.908 -0.2 0.1 -0.1 -0.050
O 2.582 -0.320 1.717 0.2 -0.1 0.3 -0.086
H 2.193 1.632 2.313 0.4 -0.3 -0.5 0.123
H 0.955 0.566 2.687 0.0 -0.7 0.5 0.104
H 2.699 -0.412 4.464 -0.2 -0.1 -0.1 0.117
H 2.236 1.237 4.717 0.1 0.3 -0.2 0.112
H 4.532 0.323 3.345 0.1 0.1 0.0 0.080
H 2.648 -1.184 2.167 0.0 0.0 -0.1 0.060
C 1.529 4.066 0.015 0.8 0.9 0.8 -0.244
C 2.869 4.744 -0.303 0.2 -0.8 0.0 -0.249
O 3.118 4.774 -1.694 0.1 0.3 0.3 -0.065
O 0.406 4.717 -0.534 -0.4 -0.4 -0.4 -0.066
H 1.406 4.069 1.109 0.2 -0.3 0.0 0.102
H 1.613 3.037 -0.335 -0.5 0.0 -0.2 0.094
H 3.675 4.180 0.189 -0.2 -0.2 0.2 0.109
H 2.959 5.735 0.149 -0.3 0.3 -0.5 0.119
H 3.240 3.851 -1.990 -0.2 0.4 -0.2 0.043
H 0.573 5.659 -0.626 0.2 0.0 0.0 0.091
C -0.591 -4.772 -0.364 -1.1 -0.2 0.0 -0.237
C -1.048 -6.012 -1.097 0.0 -0.9 -0.2 -0.255
O -2.310 -5.867 -1.716 0.0 0.3 -0.3 -0.073
O -1.361 -4.628 0.832 0.3 0.3 -0.1 -0.081
H -0.832 -3.930 -1.021 0.5 0.1 -0.1 0.102
H 0.472 -4.828 -0.138 0.1 0.2 0.1 0.091
H -1.084 -6.880 -0.427 0.1 0.2 0.4 0.119
H -0.352 -6.333 -1.878 0.0 0.4 -0.1 0.114
H -2.997 -5.667 -1.063 0.0 -0.1 0.2 0.040
H -2.058 -3.962 0.651 0.1 -0.3 0.3 0.043
C -0.281 -1.468 -5.145 -0.1 -0.3 -0.1 -0.998
Cl -1.495 -0.302 -5.681 0.2 0.3 0.0 0.523
Cl -0.727 -2.165 -3.588 0.1 -0.3 0.1 0.595
H -0.259 -2.250 -5.897 0.1 -0.1 0.1 0.027
H 0.702 -1.023 -5.031 -0.1 0.3 -0.1 0.008
```
Positions in Å, forces in eV/Å.

HOMO energy = -9.2 eV
Net charge = 0